Entry 1:
Formula: C43H58I2N2O12S
Source: OMol25
Level of theory: ωB97M-V/def2-TZVPD

CARTESIAN COORDINATES (ANGSTROEM)
C 7.357 -4.127 0.822
C 7.497 -2.905 1.917
O 7.483 -3.277 3.226
N 7.605 -1.413 1.541
C 6.133 -0.987 1.421
C 5.856 0.080 0.203
C 4.348 0.723 0.179
C 3.141 -0.321 0.562
C 2.019 -0.342 -0.675
C 2.444 -1.312 -1.969
I 4.314 -2.483 -2.064
C 1.396 -1.418 -3.225
C 1.825 -2.416 -4.480
C 2.944 -1.715 -5.486
O 2.307 -1.737 -6.844
C -0.006 -0.572 -3.152
C -0.463 0.397 -1.868
C 0.582 0.494 -0.611
S 0.123 1.581 0.892
C -1.138 2.795 0.124
C -1.436 4.287 0.818
C -2.498 5.385 0.139
C -3.298 4.948 -1.224
C -3.001 3.470 -1.869
C -1.927 2.357 -1.242
N -1.818 1.050 -1.985
C -2.964 0.104 -1.706
C -3.176 -0.291 -0.130
C -3.042 -1.931 0.167
I -5.178 0.414 0.494
H 6.259 -4.307 0.451
H 7.760 -5.137 1.305
H 8.017 -3.960 -0.144
H 8.048 -0.915 2.356
H 5.550 -1.989 1.137
H 5.675 -0.645 2.453
H 6.171 -0.345 -0.868
H 6.603 0.992 0.389
H 4.241 1.729 0.812
H 4.149 1.058 -0.950
H 3.474 -1.435 0.700
H 2.652 0.041 1.573
H 0.836 -2.666 -5.079
H 2.224 -3.469 -4.088
H 3.193 -0.604 -5.206
H 3.932 -2.351 -5.444
H 2.957 -1.416 -7.535
H -0.740 -0.664 -4.063
H -0.877 4.587 1.827
H -2.711 6.450 0.574
H -4.073 5.671 -1.771
H -3.592 3.201 -2.869
H -2.774 -0.862 -2.363
H -3.975 0.585 -2.108
H -2.413 0.228 0.589
H -3.191 -2.583 -0.797
H -1.918 -2.073 0.540
H -3.764 -2.225 1.048
O 3.736 -0.705 3.186
C 3.527 -0.227 4.288
C 3.768 -0.920 5.595
C 2.992 -0.056 6.558
C 3.052 1.300 5.907
O 3.077 1.044 4.504
H 4.840 -0.910 5.813
H 3.385 -1.942 5.576
H 3.395 -0.064 7.575
H 1.952 -0.400 6.604
H 3.959 1.852 6.177
H 2.179 1.911 6.155
O 9.736 -3.935 -3.112
C 10.478 -3.378 -2.320
C 11.248 -2.121 -2.588
C 12.254 -2.120 -1.464
C 11.525 -2.853 -0.369
O 10.690 -3.797 -1.038
H 10.569 -1.266 -2.527
H 11.738 -2.158 -3.564
H 12.580 -1.119 -1.169
H 13.141 -2.690 -1.765
H 10.891 -2.187 0.227
H 12.213 -3.379 0.299
O -11.947 -1.635 1.310
C -10.929 -1.586 0.640
C -10.610 -0.537 -0.382
C -9.473 -1.172 -1.143
C -8.827 -2.047 -0.101
O -9.891 -2.467 0.752
H -10.297 0.377 0.129
H -11.469 -0.345 -1.030
H -8.784 -0.447 -1.585
H -9.875 -1.794 -1.952
H -8.091 -1.502 0.501
H -8.344 -2.922 -0.546
O 0.928 3.431 6.213
C 0.740 4.459 5.583
C 0.527 5.817 6.181
C -0.030 6.592 5.013
C 0.598 5.903 3.830
O 0.738 4.537 4.220
H 1.489 6.217 6.513
H -0.183 5.776 7.010
H 0.190 7.663 5.054
H -1.119 6.472 4.978
H 1.590 6.302 3.594
H -0.032 5.968 2.938
O -11.239 0.674 -2.913
C -11.883 -0.150 -3.542
C -12.722 0.141 -4.749
C -13.565 -1.105 -4.857
C -12.670 -2.160 -4.260
O -11.905 -1.486 -3.262
H -12.068 0.266 -5.617
H -13.338 1.030 -4.597
H -13.879 -1.334 -5.878
H -14.466 -0.992 -4.243
H -11.983 -2.588 -4.997
H -13.245 -2.969 -3.800

Output
LUMO energy (Eh): -0.0009
Frontier orbital gap (eV): 7.59
Net charge: 0

Entry 2:
Formula: C5H8Cl3P
Source: OMol25
Level of theory: ωB97M-V/def2-TZVPD

CARTESIAN COORDINATES (ANGSTROEM)
C 2.192 0.158 -0.181
C 1.772 0.092 1.174
C -1.809 -1.541 -0.446
C 1.304 1.060 1.940
C -1.263 -0.399 -1.253
P 0.575 1.001 3.625
Cl 0.322 -0.365 -1.829
Cl 0.784 2.946 4.131
Cl -1.317 1.224 3.002
H 2.948 -0.502 -0.563
H 2.089 1.142 -0.620
H 1.731 -0.966 1.535
H -1.405 -1.423 0.655
H -1.467 -2.477 -0.960
H -2.954 -1.529 -0.512
H 1.362 2.119 1.662
H -1.836 0.446 -1.397

Output
LUMO energy (spin up / spin down) (Eh): 0.0065 / -0.0260
Frontier orbital gap (spin up / spin down) (eV): 8.06 / 7.18
Net charge: 0

Entry 3:
Formula: C11H17FeNO
Source: OMol25
Level of theory: ωB97M-V/def2-TZVPD

CARTESIAN COORDINATES (ANGSTROEM)
C 0.097 -1.265 -2.339
C -1.232 -1.341 -1.805
C -1.157 -1.992 -0.530
C 0.219 -2.290 -0.262
C 0.997 -1.833 -1.378
Fe 0.008 -0.097 -0.488
C -0.935 1.610 -1.394
C 0.437 1.838 -1.907
C 0.788 2.506 -3.075
N 1.312 1.122 -1.179
H -2.013 -2.337 0.048
H -2.145 -1.078 -2.331
H 0.595 -2.904 0.555
H 2.060 -2.010 -1.531
H 0.362 -0.907 -3.328
H -1.713 1.469 -2.151
H 2.292 1.363 -1.211
H -1.219 2.209 -0.527
H 0.001 2.861 -3.720
H 1.815 2.539 -3.398
C 1.222 0.076 3.092
C -0.077 -0.135 2.334
C -1.300 0.139 3.183
O -0.146 0.660 1.224
H 1.275 1.088 3.515
H 2.098 -0.075 2.453
H 1.280 -0.644 3.916
H -0.097 -1.212 2.042
H -1.261 1.159 3.588
H -2.216 0.051 2.591
H -1.349 -0.571 4.013

Output
LUMO energy (spin up / spin down) (Eh): 0.1302 / 0.1292
Frontier orbital gap (spin up / spin down) (eV): 6.07 / 6.24
Net charge: -1
<S²>: 8.771
Multiplicity: 6

Entry 4:
Formula: C21H33F6MoN4PSi
Source: OMol25
Level of theory: ωB97M-V/def2-TZVPD

CARTESIAN COORDINATES (ANGSTROEM)
Mo -0.180 0.161 0.068
C 1.111 3.468 0.794
C 0.679 2.326 -0.095
C 1.702 1.477 -0.635
C 3.072 1.469 -0.002
C 1.488 0.832 -1.883
C 2.608 0.195 -2.628
C 0.222 0.930 -2.552
C 0.036 0.217 -3.847
C -0.774 1.805 -2.062
C -1.934 2.231 -2.899
C -0.594 2.401 -0.771
C -1.634 3.395 -0.321
H 1.606 3.167 1.715
H 0.292 4.127 1.050
H 1.819 4.072 0.219
H 3.487 0.464 0.039
H 3.059 1.866 1.007
H 3.765 2.083 -0.578
H 2.441 -0.868 -2.779
H 3.568 0.321 -2.145
H 2.669 0.646 -3.620
H 0.466 -0.780 -3.808
H 0.531 0.758 -4.656
H -1.013 0.109 -4.101
H -2.887 1.878 -2.504
H -1.848 1.888 -3.924
H -1.985 3.322 -2.923
H -1.602 3.604 0.747
H -2.637 3.047 -0.563
H -1.485 4.344 -0.847
N -3.794 -1.718 1.099
C -3.577 -2.475 -0.010
C -2.390 -2.064 -0.552
N -1.873 -1.066 0.222
C -2.757 -0.866 1.222
C -2.414 0.198 2.093
N -1.257 0.836 1.788
C -1.107 1.793 2.760
C -2.165 1.742 3.622
N -2.975 0.736 3.194
H -4.604 -1.799 1.701
H -4.266 -3.227 -0.341
H -1.879 -2.424 -1.422
H -0.258 2.448 2.800
H -2.383 2.336 4.487
H -3.844 0.464 3.633
F 0.557 -1.430 -0.678
P 0.916 -3.959 -1.876
F -0.125 -3.919 -0.685
F -0.130 -3.084 -2.710
F 1.950 -4.590 -0.865
F 0.776 -5.186 -2.763
F 2.032 -2.958 -2.336
C -0.009 -2.989 2.488
Si 1.361 -1.746 2.054
C 2.887 -2.359 1.119
C 1.567 -0.285 3.271
H 0.443 -3.808 3.048
H -0.463 -3.437 1.607
H -0.799 -2.573 3.112
H 3.809 -2.138 1.659
H 2.973 -1.956 0.109
H 2.846 -3.443 1.002
H 2.388 -0.538 3.939
H 0.694 -0.138 3.904
H 1.821 0.668 2.811

Output
LUMO energy (spin up / spin down) (Eh): -0.3624 / -0.4029
Frontier orbital gap (spin up / spin down) (eV): 7.75 / 6.78
Net charge: +3
<S²>: 3.775
Multiplicity: 4

Entry 5:
Formula: C5H11NO
Source: OMol25
Level of theory: ωB97M-V/def2-TZVPD

CARTESIAN COORDINATES (ANGSTROEM)
C -1.280 1.983 -1.769
C 2.310 -0.617 0.472
C 0.150 0.189 1.585
C 0.768 -0.417 0.277
C 0.415 0.403 -0.945
N -0.466 1.144 -1.276
O -2.425 -1.959 -0.527
H -2.083 1.470 -2.127
H -1.143 3.085 -1.906
H 2.326 -1.453 1.200
H 2.717 -1.098 -0.500
H 2.688 0.424 0.761
H -0.998 0.368 1.619
H 0.360 -0.436 2.340
H 0.551 1.259 1.843
H 0.285 -1.420 0.277
H -2.751 -1.046 -0.610
H -1.423 -1.878 -0.713

Output
LUMO energy (Eh): 0.0241
Frontier orbital gap (eV): 8.24
Net charge: 0

Entry 6:
Formula: C7H26O7
Source: OMol25
Level of theory: ωB97M-V/def2-TZVPD

CARTESIAN COORDINATES (ANGSTROEM)
C 1.751 3.267 -1.380
C 1.630 2.135 -0.694
C 0.881 0.939 -1.164
C -0.160 1.091 -1.973
C -1.048 -0.061 -2.415
C 2.368 1.963 0.641
C 3.780 1.431 0.345
H 2.219 4.120 -0.901
H 1.439 3.497 -2.394
H 1.202 -0.009 -0.747
H -0.409 1.955 -2.564
H -1.652 0.267 -3.260
H -0.461 -0.914 -2.775
H -1.762 -0.497 -1.715
H 1.740 1.165 1.081
H 2.288 2.701 1.431
H 4.398 2.229 -0.053
H 3.769 0.581 -0.347
H 4.074 0.904 1.256
O -2.996 0.482 3.100
H -2.360 -0.056 2.636
H -3.044 1.206 2.463
O 1.720 -3.045 1.323
H 2.124 -3.755 0.811
H 1.176 -2.589 0.653
O -2.569 0.769 0.087
H -3.494 0.677 0.325
H -2.316 1.646 -0.189
O -0.350 -1.589 0.514
H -0.654 -1.350 -0.367
H -0.903 -1.162 1.165
O -1.476 2.998 1.297
H -0.826 3.020 0.581
H -1.622 3.923 1.516
O -1.326 -3.999 0.860
H -0.464 -3.763 1.207
H -1.724 -3.251 0.428
O -0.175 -4.013 -1.688
H -0.802 -4.712 -1.884
H 0.322 -3.801 -2.480

Output
LUMO energy (Eh): 0.0070
Frontier orbital gap (eV): 9.17
Net charge: 0

Entry 7:
Formula: C6H15N2
Source: OMol25
Level of theory: ωB97M-V/def2-TZVPD

CARTESIAN COORDINATES (ANGSTROEM)
N -1.624 -1.505 -1.938
C -3.416 0.718 0.664
C -4.495 0.381 1.389
N 0.881 0.124 -0.299
C 1.972 0.729 -1.088
C 3.200 0.489 -0.264
C 2.747 0.245 1.261
C 1.369 -0.440 0.910
H -1.832 -1.057 -2.851
H -0.750 -1.029 -1.504
H -1.719 -2.493 -1.891
H -3.450 1.648 0.162
H -2.703 -0.081 0.301
H -4.733 -0.603 1.848
H -5.374 1.024 1.491
H 1.726 1.797 -1.249
H 2.075 0.123 -2.068
H 3.768 -0.380 -0.619
H 3.924 1.366 -0.290
H 2.660 1.233 1.802
H 3.561 -0.448 1.612
H 0.619 -0.334 1.774
H 1.594 -1.506 0.846

Output
LUMO energy (Eh): -0.3186
Frontier orbital gap (eV): 3.57
Net charge: +1

Entry 8:
Formula: C6H8N2S
Source: OMol25
Level of theory: ωB97M-V/def2-TZVPD

CARTESIAN COORDINATES (ANGSTROEM)
C -1.143 -0.986 1.489
C -0.451 0.089 1.051
C -1.011 -1.354 -1.158
C 1.164 0.936 -2.089
C 0.930 0.921 -0.747
C 0.264 0.661 2.270
N -0.817 -1.271 -2.355
N -0.188 0.269 -0.226
S -1.750 -2.049 0.217
H -1.765 -1.198 2.408
H 1.945 1.502 -2.399
H 0.730 0.389 -2.874
H 1.510 1.481 -0.101
H -0.382 0.658 3.202
H 0.459 1.724 2.048
H 1.208 0.170 2.334
H -0.704 -1.943 -3.070

Output
LUMO energy (Eh): 0.0216
Frontier orbital gap (eV): 7.71
Net charge: 0